Arrangement P

Here is a cluster of 2 separate species, C4H15N2O in total from OMol25. Energies are from ωB97M-V/def2-TZVPD.

Positions of all 22 atoms, in Å:
C  -0.402  -0.152  -2.332
C  -0.082  -0.663  -0.872
C  -1.101  -0.447  0.189
C  -1.032  -1.321  1.384
N  0.332  -1.424  1.857
N  1.168  0.219  -0.416
H  -0.003  -0.902  -3.037
H  -1.440  0.043  -2.424
H  0.044  0.787  -2.633
H  0.340  -1.658  -0.780
H  -2.075  -0.592  -0.345
H  -1.356  0.659  0.390
H  -1.665  -0.963  2.208
H  -1.375  -2.378  1.171
H  0.351  -0.896  2.740
H  0.694  -2.324  2.109
H  1.007  1.251  -0.325
H  1.395  -0.091  0.540
H  2.000  -0.009  -0.952
H  1.565  3.948  1.019
H  0.356  3.613  0.159
O  1.282  3.300  0.350

Output
E_LUMO   -2.764 eV
Kohn-Sham gap   11.0301 eV
Net charge   +1

Atom charges from the Mulliken analysis, given in e for atoms 1 to 8: -1.3410 0.2547 -0.8841 -0.5497 -0.5880 -0.3462 0.3151 0.3896



Arrangement Q

Here is a cluster of 2 separate species, C4H15N2O in total from OMol25. Energies are from ωB97M-V/def2-TZVPD.

Positions of all 22 atoms, in Å:
C  2.685  -0.317  1.185
C  1.244  -0.356  0.673
C  1.111  0.159  -0.760
C  -0.175  0.961  -1.052
N  -1.335  0.330  -0.337
N  0.587  -1.679  0.714
H  3.038  0.700  1.271
H  2.697  -0.810  2.161
H  3.336  -0.899  0.538
H  0.685  0.293  1.357
H  2.018  0.663  -1.105
H  1.061  -0.669  -1.477
H  -0.337  0.846  -2.113
H  -0.154  2.023  -0.813
H  -1.120  0.227  0.651
H  -2.185  0.869  -0.516
H  -1.526  -0.585  -0.748
H  1.190  -2.366  0.263
H  0.558  -1.974  1.690
H  -4.621  0.616  -1.253
H  -4.671  1.236  0.128
O  -4.086  0.732  -0.457

Output
E_LUMO   -2.947 eV
Kohn-Sham gap   10.5599 eV
Net charge   +1

Atom charges from the Mulliken analysis, given in e for atoms 1 to 8: -1.7044 0.1130 -0.4603 -0.8619 -0.2048 -0.5511 0.4041 0.4131



Arrangement R

Here is a cluster of 2 separate species, C4H15N2O in total from OMol25. Energies are from ωB97M-V/def2-TZVPD.

Positions of all 22 atoms, in Å:
C  -1.124  -0.457  1.993
C  -0.226  0.077  0.819
C  -1.043  1.030  -0.140
C  -0.331  1.430  -1.454
N  -0.455  0.244  -2.246
N  0.073  -1.186  -0.062
H  -2.006  -1.189  1.816
H  -0.562  -0.697  3.001
H  -1.745  0.499  2.292
H  0.734  0.416  1.186
H  -1.158  2.011  0.516
H  -2.126  0.790  -0.328
H  -0.655  2.399  -1.948
H  0.754  1.911  -1.352
H  -1.378  0.117  -2.446
H  0.026  0.420  -3.178
H  -0.501  -1.986  0.397
H  -0.328  -0.937  -1.121
H  1.202  -1.399  0.126
H  3.190  -1.500  0.899
H  3.136  -0.268  1.408
O  2.555  -0.808  0.947

Output
E_LUMO   -2.786 eV
Kohn-Sham gap   11.0625 eV
Net charge   +1

Atom charges from the Mulliken analysis, given in e for atoms 1 to 8: -1.2406 0.3627 -0.9267 -0.5590 -0.5817 -0.4480 0.4010 0.2970



Stability check: which of them is most stable? arrangement Q.



Arrangement P

Here is an isolated molecule of C2H6N2OS from OMol25. Energies are from ωB97M-V/def2-TZVPD.

Positions of all 12 atoms, in Å:
C  -0.115  0.454  -1.445
C  -0.002  -0.041  -0.033
N  -0.207  0.599  1.013
O  -0.805  1.846  0.943
N  0.688  -1.253  0.017
S  1.134  -1.972  1.506
H  0.331  1.501  -1.372
H  0.607  -0.209  -2.178
H  -1.191  0.624  -1.859
H  -0.820  2.148  1.791
H  0.458  -2.077  -0.579
H  -0.079  -1.620  2.196

Output
E_LUMO   0.819 eV
Kohn-Sham gap   9.4070 eV
Net charge   0

Atom charges from the Mulliken analysis, given in e for atoms 1 to 8: -0.8020 0.5971 -0.4126 -0.3810 -0.3752 -0.1860 0.2458 0.2725



Arrangement Q

Here is a cluster of 2 separate species, C2H6N2OS in total from OMol25. Energies are from ωB97M-V/def2-TZVPD.

Positions of all 12 atoms, in Å:
C  -0.944  1.428  1.591
N  -0.978  1.196  0.381
O  -1.912  1.172  -0.400
H  -0.025  1.141  2.064
H  -1.869  1.583  2.198
H  0.075  0.955  -0.012
C  1.893  -1.053  -1.236
N  0.720  -0.894  -0.789
S  -0.415  -2.063  -0.858
H  2.484  -0.196  -1.298
H  2.240  -2.058  -1.537
H  -1.269  -1.212  -0.103

Output
E_LUMO   0.731 eV
Kohn-Sham gap   9.7054 eV
Net charge   0

Atom charges from the Mulliken analysis, given in e for atoms 1 to 8: -0.4152 0.2497 -0.5814 0.2289 0.2768 0.2676 -0.2863 -0.2726



Stability check: which of them is most stable? arrangement P.



Arrangement P

Here is an isolated molecule of C2H6N2OS from OMol25. Energies are from ωB97M-V/def2-TZVPD.

Positions of all 12 atoms, in Å:
H  -0.216  -1.904  1.335
N  0.338  -1.082  1.492
C  0.167  -0.459  0.407
N  0.679  0.919  0.279
O  1.725  1.135  1.244
S  -0.735  -0.784  -0.958
C  -1.449  0.797  -1.234
H  1.138  1.084  -0.652
H  2.255  0.076  1.271
H  -0.608  1.744  -1.371
H  -1.918  0.384  -2.266
H  -2.122  1.188  -0.375

Output
E_LUMO   0.541 eV
Kohn-Sham gap   9.9042 eV
Net charge   0

Atom charges from the Mulliken analysis, given in e for atoms 1 to 8: 0.2725 -0.6261 0.4405 -0.2559 -0.4659 -0.1556 -0.5810 0.2618



Arrangement Q

Here is an isolated molecule of C2H6N2OS from OMol25. Energies are from ωB97M-V/def2-TZVPD.

Positions of all 12 atoms, in Å:
H  -2.111  1.455  -0.414
N  -1.121  1.638  -0.149
C  -0.505  0.556  0.062
C  -1.054  -0.874  0.036
O  -2.445  -0.862  -0.093
N  0.868  0.704  0.362
S  2.079  -0.403  -0.181
H  -0.777  -1.446  0.911
H  -0.639  -1.346  -0.880
H  -2.813  -0.800  0.823
H  1.097  1.624  0.085
H  2.667  -0.622  1.036

Output
E_LUMO   0.660 eV
Kohn-Sham gap   10.0778 eV
Net charge   0

Atom charges from the Mulliken analysis, given in e for atoms 1 to 8: 0.2752 -0.7298 0.5434 -0.5128 -0.5527 -0.3216 -0.1701 0.3303



Arrangement R

Here is an isolated molecule of C2H6N2OS from OMol25. Energies are from ωB97M-V/def2-TZVPD.

Positions of all 12 atoms, in Å:
C  2.615  -0.589  -0.006
O  1.197  -0.281  -0.188
N  0.927  0.945  0.184
C  -0.285  1.457  0.060
N  -1.432  0.726  -0.255
S  -1.608  -0.930  0.139
H  2.744  -1.746  0.048
H  3.062  -0.011  1.103
H  3.212  -0.141  -0.960
H  -0.422  2.537  0.348
H  -2.303  1.299  -0.536
H  -0.579  -1.713  -0.553

Output
E_LUMO   0.714 eV
Kohn-Sham gap   8.8253 eV
Net charge   0

Atom charges from the Mulliken analysis, given in e for atoms 1 to 8: -0.4559 -0.0757 -0.5037 0.1004 -0.2970 -0.1628 0.2142 0.2225



Arrangement S

Here is a structure of composition C2H6N2OS from OMol25. Energies are from ωB97M-V/def2-TZVPD.

Positions of all 12 atoms, in Å:
C  -1.404  0.565  0.633
C  1.301  -0.447  -0.242
H  -0.308  0.917  0.748
H  -2.241  1.346  0.496
H  -1.728  0.181  1.640
H  0.041  -2.008  0.565
H  2.101  1.264  -1.012
H  0.465  0.444  -1.702
N  0.022  -1.283  -0.193
N  1.117  0.920  -0.678
O  2.215  -1.052  0.314
S  -1.582  -0.848  -0.568

Output
E_LUMO   0.469 eV
Kohn-Sham gap   9.4307 eV
Net charge   0

Atom charges from the Mulliken analysis, given in e for atoms 1 to 8: -0.6636 0.4895 0.2626 0.3013 0.2598 0.2792 0.3126 0.3582



Stability check: which of them is most stable? arrangement Q.